# 1
This record from the OMol25 dataset describes C5H4 in the gas phase. The level of theory is ωB97M-V with the def2-TZVPD basis set.

```
! wB97M-V def2-TZVPD RIJCOSX def2/J DEFGRID3
* xyz 0 1
C -1.277 -0.348 0.282
C -0.665 1.554 -0.790
C -0.095 0.538 -0.234
C 1.260 0.192 -0.058
C 2.410 -0.121 0.106
H -1.043 -0.613 1.298
H -1.362 -1.265 -0.281
H -2.242 0.130 0.294
H 3.430 -0.403 0.252
*
```

- HOMO level (eV) = -9.63
- largest force on an atom (eV/Å) = 0.9
- energy above the lowest of the compared OMol25 structures with the same formula, charge and spin (kJ/mol) = 219.4
- total energy (eV) = -5243.9213
- frontier orbital gap (eV) = 9.42

Mulliken population analysis, charges in e, atoms 1 to 2: C -1.0905; C -0.3938

# 2
This record from the OMol25 dataset describes C5H4 in the gas phase. The level of theory is ωB97M-V with the def2-TZVPD basis set.

```
! wB97M-V def2-TZVPD RIJCOSX def2/J DEFGRID3
* xyz 0 3
C -0.060 0.368 -1.128
C 0.102 -0.205 -0.082
C -0.057 -0.373 1.234
C -0.164 -0.357 2.495
C 0.108 0.308 -2.467
H 0.206 0.512 3.115
H -0.633 -1.163 3.074
H -0.570 0.768 -3.196
H 1.067 0.140 -3.046
*
```

- ⟨S²⟩ = 2.01
- HOMO level (spin up / spin down) (eV) = -6.28 / -9.36
- largest force on an atom (eV/Å) = 5.8
- energy above the lowest of the compared OMol25 structures with the same formula, charge and spin (kJ/mol) = 32.1
- total energy (eV) = -5242.5609
- frontier orbital gap (spin up / spin down) (eV) = 6.67 / 7.48

Mulliken population analysis, charges in e, atoms 1 to 2: C 0.2653; C 0.2255